Model i:
C5H12NO | wB97M-V/def2-TZVPD

expectation value of S²: 0.754
LUMO (spin up / spin down): 0.96 / -1.45 eV
total charge: 0
Kohn-Sham gap (spin up / spin down): 10.65 / 8.23 eV
2S+1: 2
HOMO (spin up / spin down): -9.686 / -9.687 eV

Atoms and positions in Å:
C (0.438, -1.824, -1.161)
O (0.790, -3.134, -1.169)
C (0.950, -1.066, 0.074)
C (1.023, 0.441, -0.203)
C (-0.330, 1.085, -0.544)
C (-1.387, 0.885, 0.550)
N (-1.057, 1.330, 1.932)
H (-0.623, -1.598, -1.337)
H (0.929, -1.388, -2.055)
H (1.939, -1.384, 0.395)
H (0.243, -1.227, 0.852)
H (1.661, 0.622, -1.073)
H (1.453, 0.981, 0.642)
H (-0.227, 2.160, -0.697)
H (-0.832, 0.628, -1.398)
H (-1.762, -0.141, 0.643)
H (-2.298, 1.399, 0.229)
H (-0.797, 0.517, 2.491)
H (-0.114, 1.714, 1.828)

Results of the Mulliken charge analysis, in e, for atoms 1 through 4:
1. C -0.332
2. O -0.378
3. C -0.401
4. C -0.631

Model ii:
C5H12NO | wB97M-V/def2-TZVPD

expectation value of S²: 0.757
LUMO (spin up / spin down): 0.67 / 0.64 eV
total charge: 0
Kohn-Sham gap (spin up / spin down): 6.66 / 9.13 eV
2S+1: 2
HOMO (spin up / spin down): -5.984 / -8.492 eV

Atoms and positions in Å:
C (-1.069, 0.659, -1.734)
C (-0.241, -0.223, -0.784)
C (-0.941, -0.614, 0.481)
C (-2.250, -0.846, 0.577)
C (1.061, -0.219, 1.946)
N (-0.111, -0.848, 1.578)
H (-0.430, 1.218, -2.402)
H (-1.701, 1.333, -1.149)
H (-1.783, 0.075, -2.318)
H (0.670, 0.323, -0.575)
H (0.014, -1.149, -1.291)
H (-2.905, -0.730, -0.268)
H (-2.682, -1.078, 1.542)
H (1.359, -0.281, 2.978)
H (1.575, 0.409, 1.246)
H (-0.542, -1.410, 2.296)
H (3.553, 1.875, -0.874)
H (3.468, 0.348, -0.664)
O (2.954, 1.160, -0.586)

Results of the Mulliken charge analysis, in e, for atoms 1 through 4:
1. C -1.417
2. C 0.231
3. C 0.598
4. C -1.181

Which of them is most stable, and which least? Most stable: model ii; least stable: model i.

Model i:
H2N2O3S | wB97M-V/def2-TZVPD

LUMO: -1.68 eV
total charge: 0
Kohn-Sham gap: 8.41 eV
2S+1: 1
HOMO: -10.089 eV

Atoms and positions in Å:
N (1.150, 0.529, 0.112)
N (-2.108, -0.682, -0.027)
O (-1.656, 0.591, -0.254)
O (-3.305, -0.729, 0.121)
O (3.115, -0.906, 0.024)
S (1.703, -0.942, -0.093)
H (1.762, 1.299, 0.325)
H (-0.660, 0.839, -0.207)

Results of the Mulliken charge analysis, in e, for atoms 1 through 4:
1. N -0.501
2. N 0.260
3. O -0.357
4. O -0.363

Model ii:
H2N2O3S | wB97M-V/def2-TZVPD

LUMO (spin up / spin down): -1.64 / -1.58 eV
total charge: 0
Kohn-Sham gap (spin up / spin down): 7.39 / 7.43 eV
2S+1: 1
SMILES string: O=[N+]([O-])O.N=S
HOMO (spin up / spin down): -9.037 / -9.010 eV

Atoms and positions in Å:
O (-2.529, -0.290, -0.733)
N (-1.571, -0.116, -0.095)
O (-1.221, 0.963, 0.365)
O (-0.739, -1.176, 0.060)
H (-0.006, -0.772, 0.542)
N (1.898, 0.267, 0.291)
S (1.598, 1.561, -0.501)
H (2.570, -0.438, 0.072)

Results of the Mulliken charge analysis, in e, for atoms 1 through 4:
1. O -0.545
2. N 0.981
3. O -0.512
4. O -0.358

Which of them is most stable, and which least? Most stable: model i; least stable: model ii.

Model i:
H2N2O3S | wB97M-V/def2-TZVPD

LUMO (spin up / spin down): -2.25 / -2.25 eV
total charge: 0
Kohn-Sham gap (spin up / spin down): 7.35 / 7.36 eV
2S+1: 1
SMILES string: O=[N+]([O-])O.N=S
HOMO (spin up / spin down): -9.605 / -9.608 eV

Atoms and positions in Å:
O (2.737, 0.016, 0.309)
N (1.616, 0.154, -0.047)
O (1.218, 0.562, -1.079)
O (0.740, -0.406, 0.860)
H (-0.211, -0.320, 0.792)
N (-1.627, -0.057, -0.091)
S (-3.119, -0.184, 0.390)
H (-1.355, 0.234, -1.134)

Results of the Mulliken charge analysis, in e, for atoms 1 through 4:
1. O -0.549
2. N 1.093
3. O -0.554
4. O -0.478

Model ii:
H2N2O3S | wB97M-V/def2-TZVPD

LUMO: -1.06 eV
total charge: 0
Kohn-Sham gap: 9.29 eV
2S+1: 1
HOMO: -10.355 eV

Atoms and positions in Å:
N (-0.500, 0.784, -0.639)
N (-0.362, -0.471, -0.673)
O (-1.494, -1.284, -1.000)
O (0.397, -0.854, 1.894)
O (1.783, 0.477, 0.453)
S (1.412, -0.860, 0.856)
H (-1.476, 0.945, -0.711)
H (0.242, 1.262, -0.180)

Results of the Mulliken charge analysis, in e, for atoms 1 through 4:
1. N -0.117
2. N 0.125
3. O -0.500
4. O -0.388

Which of them is most stable, and which least? Most stable: model ii; least stable: model i.

Model i:
CH4NOP | wB97M-V/def2-TZVPD

LUMO: -0.62 eV
total charge: 0
Kohn-Sham gap: 8.20 eV
2S+1: 1
HOMO: -8.822 eV

Atoms and positions in Å:
C (0.410, 0.811, -0.583)
N (0.312, 1.156, 0.761)
O (-0.492, 2.020, 1.127)
P (-0.534, -1.191, 0.168)
H (1.340, 0.515, -1.096)
H (-0.161, 1.259, -1.363)
H (-0.467, -0.818, 1.614)
H (0.766, -1.893, 0.291)

Results of the Mulliken charge analysis, in e, for atoms 1 through 4:
1. C -0.380
2. N -0.187
3. O -0.346
4. P -0.054

Model ii:
CH4NOP | wB97M-V/def2-TZVPD

LUMO (spin up / spin down): -1.20 / -1.13 eV
total charge: 0
Kohn-Sham gap (spin up / spin down): 7.66 / 9.00 eV
2S+1: 1
HOMO (spin up / spin down): -8.867 / -10.138 eV

Atoms and positions in Å:
C (0.148, 1.858, 0.047)
N (1.004, 1.071, -0.474)
O (2.060, 1.440, -1.010)
P (-0.277, -1.473, 0.236)
H (-0.774, 1.522, 0.266)
H (0.298, 2.884, 0.273)
H (1.105, -1.773, 0.237)
H (-0.179, -2.459, -0.852)

Results of the Mulliken charge analysis, in e, for atoms 1 through 4:
1. C -0.317
2. N 0.077
3. O -0.360
4. P -0.055

Which of them is most stable, and which least? Most stable: model i; least stable: model ii.

Model i:
C3H5N3O3 | wB97M-V/def2-TZVPD

LUMO: -2.13 eV
total charge: 0
Kohn-Sham gap: 7.93 eV
2S+1: 1
HOMO: -10.058 eV

Atoms and positions in Å:
C (-2.180, -0.315, -0.268)
C (1.299, -0.325, 0.088)
C (2.169, 0.925, 0.252)
H (-3.099, 1.122, -1.762)
H (-1.499, 1.520, -1.237)
H (2.356, -1.628, 1.621)
H (0.441, -1.669, 1.613)
H (1.684, 1.776, -0.319)
N (-2.332, 1.054, -0.558)
N (0.131, 0.058, -0.373)
N (1.725, -1.594, 0.192)
O (-3.052, -1.113, -0.330)
O (-0.875, -0.828, 0.095)
O (3.231, 1.017, 0.984)

Results of the Mulliken charge analysis, in e, for atoms 1 through 4:
1. C 0.502
2. C 0.565
3. C -0.082
4. H 0.360

Model ii:
C3H5N3O3 | wB97M-V/def2-TZVPD

LUMO: -1.33 eV
total charge: 0
Kohn-Sham gap: 8.35 eV
2S+1: 1
SMILES string: NC(=O)N/N=C/C(=O)O
HOMO: -9.681 eV

Atoms and positions in Å:
N (-0.322, -1.846, -1.476)
C (0.624, -0.927, -1.733)
O (1.085, -1.001, -2.831)
N (1.028, -0.012, -0.816)
N (0.616, 0.155, 0.429)
C (-0.330, 1.067, 0.680)
C (-0.987, 1.212, 1.930)
O (-1.967, 1.938, 1.911)
O (-0.244, 0.928, 3.092)
H (-0.377, -2.640, -2.070)
H (-0.837, -1.634, -0.632)
H (1.672, 0.598, -1.250)
H (-0.428, 1.825, -0.058)
H (0.467, 0.335, 2.825)

Results of the Mulliken charge analysis, in e, for atoms 1 through 4:
1. N -0.368
2. C 0.592
3. O -0.636
4. N 0.068

Which of them is most stable, and which least? Most stable: model ii; least stable: model i.

Model i:
C19H30N4O4S | wB97M-V/def2-TZVPD

LUMO: 0.54 eV
total charge: 0
Kohn-Sham gap: 8.66 eV
2S+1: 1
SMILES string: Cc1cc(C(=O)N2CCCN(CCNC(=O)[C@@H]3CCS(=O)(=O)C3)CC2)[nH]c1C
HOMO: -8.120 eV

Atoms and positions in Å:
C (-0.803, -5.054, 2.123)
C (-1.164, -3.669, 2.563)
C (-1.591, -2.612, 1.724)
C (-1.802, -1.496, 2.514)
C (-2.233, -0.083, 2.390)
O (-2.284, 0.589, 3.420)
N (-2.555, 0.454, 1.184)
C (-2.879, 1.878, 1.132)
C (-1.663, 2.743, 0.822)
C (-0.847, 2.315, -0.405)
N (-0.121, 1.049, -0.294)
C (0.763, 0.972, 0.869)
C (2.002, 0.137, 0.561)
N (2.644, 0.656, -0.634)
C (3.774, 1.396, -0.571)
O (4.513, 1.420, 0.397)
C (4.109, 2.190, -1.844)
C (5.257, 3.171, -1.570)
C (4.685, 4.305, -0.718)
S (2.974, 4.485, -1.238)
O (2.104, 4.191, -0.124)
O (2.787, 5.698, -1.989)
C (2.958, 3.068, -2.344)
C (-0.874, -0.166, -0.574)
C (-2.335, -0.175, -0.104)
N (-1.504, -1.869, 3.797)
C (-1.122, -3.170, 3.850)
C (-0.724, -3.818, 5.132)
H (-0.956, -5.781, 2.921)
H (-1.416, -5.365, 1.277)
H (0.243, -5.125, 1.814)
H (-1.722, -2.699, 0.660)
H (-3.644, 2.005, 0.361)
H (-3.308, 2.162, 2.089)
H (-1.997, 3.773, 0.669)
H (-1.010, 2.760, 1.697)
H (-1.490, 2.258, -1.290)
H (-0.110, 3.098, -0.597)
H (1.096, 1.987, 1.096)
H (0.270, 0.575, 1.765)
H (2.714, 0.199, 1.381)
H (1.750, -0.915, 0.414)
H (1.988, 0.848, -1.376)
H (4.389, 1.470, -2.615)
H (6.072, 2.677, -1.048)
H (5.629, 3.560, -2.520)
H (4.659, 4.033, 0.335)
H (5.176, 5.265, -0.859)
H (3.155, 3.439, -3.348)
H (1.959, 2.637, -2.300)
H (-0.885, -0.363, -1.653)
H (-0.341, -0.998, -0.113)
H (-2.730, -1.190, -0.111)
H (-2.942, 0.384, -0.817)
H (-1.596, -1.215, 4.559)
H (-0.744, -4.901, 5.033)
H (0.287, -3.532, 5.431)
H (-1.402, -3.543, 5.942)

Results of the Mulliken charge analysis, in e, for atoms 1 through 4:
1. C -1.445
2. C -0.087
3. C 0.168
4. C 0.275

Model ii:
C19H30N4O4S | wB97M-V/def2-TZVPD

LUMO: 0.29 eV
total charge: 0
Kohn-Sham gap: 8.55 eV
2S+1: 1
SMILES string: Cc1cc(C(=O)N2CCCN(CCNC(=O)[C@@H]3CCS(=O)(=O)C3)CC2)[nH]c1C
HOMO: -8.262 eV

Atoms and positions in Å:
C (-0.825, -5.244, 2.038)
C (-1.580, -4.023, 2.467)
C (-1.382, -2.707, 1.985)
C (-2.266, -1.872, 2.645)
C (-2.581, -0.428, 2.746)
O (-3.267, -0.058, 3.697)
N (-2.120, 0.453, 1.814)
C (-2.314, 1.877, 2.035)
C (-0.994, 2.632, 2.162)
C (-0.147, 2.608, 0.883)
N (0.719, 1.451, 0.669)
C (1.969, 1.520, 1.411)
C (3.047, 0.650, 0.775)
N (3.281, 1.022, -0.610)
C (4.156, 2.026, -0.908)
O (4.948, 2.467, -0.100)
C (4.079, 2.535, -2.355)
C (4.127, 1.386, -3.391)
C (5.600, 1.040, -3.556)
S (6.347, 2.647, -3.771)
O (7.702, 2.672, -3.295)
O (6.047, 3.084, -5.113)
C (5.233, 3.500, -2.648)
C (0.115, 0.122, 0.779)
C (-1.399, 0.075, 0.615)
N (-2.973, -2.662, 3.510)
C (-2.577, -3.957, 3.420)
C (-3.193, -5.026, 4.256)
H (-1.457, -6.134, 2.051)
H (-0.451, -5.128, 1.021)
H (0.034, -5.442, 2.683)
H (-0.645, -2.433, 1.249)
H (-2.886, 2.289, 1.195)
H (-2.913, 1.988, 2.933)
H (-1.232, 3.673, 2.398)
H (-0.422, 2.241, 3.008)
H (-0.812, 2.728, 0.022)
H (0.511, 3.478, 0.868)
H (2.322, 2.553, 1.402)
H (1.848, 1.216, 2.464)
H (3.982, 0.772, 1.317)
H (2.776, -0.405, 0.811)
H (2.475, 0.942, -1.211)
H (3.122, 3.057, -2.440)
H (3.548, 0.522, -3.074)
H (3.727, 1.733, -4.344)
H (6.025, 0.589, -2.657)
H (5.837, 0.440, -4.431)
H (4.919, 4.405, -3.162)
H (5.782, 3.743, -1.740)
H (0.561, -0.537, 0.023)
H (0.349, -0.330, 1.756)
H (-1.702, -0.928, 0.327)
H (-1.718, 0.733, -0.197)
H (-3.641, -2.260, 4.149)
H (-2.753, -5.992, 4.017)
H (-3.032, -4.843, 5.321)
H (-4.269, -5.096, 4.088)

Results of the Mulliken charge analysis, in e, for atoms 1 through 4:
1. C -1.469
2. C -0.217
3. C -0.048
4. C 0.184

Which of them is most stable, and which least? Most stable: model i; least stable: model ii.